w | C2H2NO2S | wB97M-V/def2-TZVPD

Values from the calculation:
Highest occupied orbital energy (alpha / beta), Ha: -0.1562 / -0.1563
Total charge: -1
2S+1: 1

Each line ends with the Mulliken charge.
Cartesian coordinates (Å):
S: 1.00 0.02 -0.21  0.74
O: 1.03 1.43 0.18  -0.61
O: 2.29 -0.68 -0.34  -0.62
N: -1.63 -0.80 -0.46  -0.51
C: -0.10 -0.84 0.87  -0.38
C: -1.27 -0.05 0.46  0.12
H: 0.50 0.01 -1.52  0.08
H: -1.82 0.90 1.02  0.19

---

x | C2H2NO2S | wB97M-V/def2-TZVPD

Values from the calculation:
Highest occupied orbital energy, Ha: -0.1391
Total charge: -1
2S+1: 1

Each line ends with the Mulliken charge.
Cartesian coordinates (Å):
S: -1.87 -0.04 -0.05  0.44
O: -1.97 0.31 1.39  -0.62
O: -1.86 1.15 -0.94  -0.61
N: 0.82 -1.40 -0.40  -0.54
C: 1.34 -0.07 -0.02  -0.15
C: -0.05 -0.51 -0.14  0.16
H: 1.79 0.54 -0.80  0.17
H: 1.80 0.03 0.96  0.16

---

Order of stability, best first: x, w

---

w | C3H8N4O | wB97M-V/def2-TZVPD

Values from the calculation:
Highest occupied orbital energy, Ha: -0.3050
SMILES string: [H]/N=C(\N)N(N)C(=C)O
Total charge: 0
2S+1: 1

Each line ends with the Mulliken charge.
Cartesian coordinates (Å):
O: 1.42 0.19 1.71  -0.54
N: -0.03 -0.03 -0.16  0.31
N: -0.22 -0.30 -1.56  -0.93
N: -1.13 0.92 1.73  -0.73
N: -2.28 0.59 -0.23  -0.74
C: 1.23 -0.23 0.41  0.57
C: 2.30 -0.80 -0.17  -1.06
C: -1.13 0.51 0.50  0.63
H: 2.29 -1.19 -1.18  0.26
H: -1.99 0.79 -1.18  0.35
H: 0.03 -1.27 -1.72  0.26
H: 0.46 0.26 -2.07  0.25
H: 0.55 0.56 1.99  0.55
H: -2.09 1.26 1.90  0.31
H: 3.22 -0.91 0.39  0.25
H: -2.64 -0.36 -0.35  0.26

---

x | C3H8N4O | wB97M-V/def2-TZVPD

Values from the calculation:
Highest occupied orbital energy, Ha: -0.2974
Total charge: 0
2S+1: 1

Each line ends with the Mulliken charge.
Cartesian coordinates (Å):
O: -1.98 -0.77 0.93  -0.65
N: 0.18 0.34 -0.18  0.24
N: 1.32 -0.26 -0.76  -0.76
N: -0.12 1.63 -2.06  -0.64
N: -0.12 -2.10 0.96  -0.41
C: -0.56 1.27 -0.93  0.13
C: -0.78 -0.90 0.90  0.80
C: 0.21 0.45 1.31  -0.91
H: -0.42 1.27 1.62  0.32
H: -0.71 2.32 -2.51  0.25
H: 1.24 0.34 1.64  0.28
H: 0.88 -2.08 0.92  0.21
H: 1.03 -0.66 -1.65  0.26
H: 1.99 0.48 -0.96  0.27
H: -1.48 1.57 -0.42  0.36
H: -0.70 -2.89 1.19  0.25

---

Order of stability, best first: w, x

---

w | C3H8N4O | wB97M-V/def2-TZVPD

Values from the calculation:
Highest occupied orbital energy, Ha: -0.3479
SMILES string: C=NNC(=O)NNC
Total charge: 0
2S+1: 1

Each line ends with the Mulliken charge.
Cartesian coordinates (Å):
O: -1.12 0.67 -0.80  -0.57
N: -0.36 0.27 1.35  0.12
N: -1.55 0.19 1.92  -0.56
N: 1.06 0.13 -0.45  -0.13
N: 1.36 0.24 -1.80  -0.54
C: -0.25 0.35 0.01  0.57
C: -1.74 0.28 3.16  -0.30
C: 0.91 -0.91 -2.52  -0.71
H: 1.77 0.50 0.13  0.24
H: 0.44 0.18 1.92  0.28
H: -0.98 0.48 3.89  0.24
H: -0.18 -1.06 -2.41  0.29
H: -2.79 0.18 3.47  0.24
H: 1.41 -1.80 -2.16  0.25
H: 0.88 1.09 -2.14  0.26
H: 1.14 -0.77 -3.58  0.32

---

x | C3H8N4O | wB97M-V/def2-TZVPD

Values from the calculation:
Highest occupied orbital energy, Ha: -0.3370
SMILES string: N/N=C/CC(=O)NN
Total charge: 0
2S+1: 1

Each line ends with the Mulliken charge.
Cartesian coordinates (Å):
O: 1.00 -1.91 -1.32  -0.63
N: -2.18 2.11 -0.13  -0.58
N: 0.57 -1.51 0.85  0.00
N: -0.98 1.51 0.15  -0.18
N: 0.29 -0.72 1.97  -0.77
C: 0.89 -1.11 -0.41  0.54
C: -0.29 1.04 -0.82  0.01
C: 1.04 0.40 -0.59  -0.82
H: 1.48 0.91 0.28  0.31
H: 1.70 0.64 -1.43  0.31
H: -0.69 1.07 -1.84  0.43
H: 0.35 -2.49 0.97  0.25
H: 1.16 -0.32 2.36  0.26
H: -2.60 1.66 -0.97  0.25
H: -0.31 0.04 1.63  0.37
H: -2.78 2.08 0.68  0.26

---

Order of stability, best first: x, w